Entry 1:
C3H6N2O | ωB97M-V/def2-TZVPD

Positions of all 12 atoms, in Å:
1 N -1.297 -1.200 -1.154
2 C -1.339 -0.420 0.008
3 C -0.948 0.854 0.111
4 N -0.032 1.664 0.351
5 C 1.143 0.632 0.643
6 O 2.456 0.953 0.957
7 H -2.141 -1.732 -1.319
8 H -1.046 -0.677 -1.982
9 H -1.677 -0.934 0.904
10 H 1.126 0.049 -0.271
11 H 0.726 0.143 1.518
12 H 3.029 0.668 0.233

## Properties
Net charge ... 0
LUMO energy ... 0.67 eV
Multiplicity ... 1
Energy above the lowest of the compared OMol25 structures with the same formula, charge and spin ... 371.29 kJ/mol
DFT total energy ... -302.551680 hartree
HOMO-LUMO gap ... 8.8 eV

=====

Entry 2:
C2H2N2O | ωB97M-V/def2-TZVPD

Positions of all 7 atoms, in Å:
1 O -1.414 -0.606 1.179
2 C -0.998 0.335 0.531
3 N -0.007 0.662 -0.256
4 C 1.149 -0.409 -0.603
5 N 0.903 -1.435 -0.041
6 H -1.485 1.360 0.450
7 H 1.852 0.093 -1.261

## Properties
Net charge ... 0
LUMO energy ... -2.69 eV
Multiplicity ... 1
Energy above the lowest of the compared OMol25 structures with the same formula, charge and spin ... 431.09 kJ/mol
DFT total energy ... -261.999728 hartree
HOMO-LUMO gap ... 7.8 eV

=====

Entry 3:
C13H20CoN3O3S | ωB97M-V/def2-TZVPD

Positions of all 41 atoms, in Å:
1 Co 0.044 -0.637 0.695
2 C 3.717 2.556 -1.502
3 N 3.268 1.272 -1.011
4 C 4.218 0.187 -1.164
5 C 2.122 1.054 -0.411
6 O 1.775 -0.101 -0.044
7 C 1.166 2.216 -0.133
8 O 0.021 1.706 0.537
9 C -1.251 2.216 0.155
10 C -2.126 1.037 -0.285
11 O -1.668 -0.123 -0.103
12 N -3.307 1.226 -0.825
13 C -3.930 2.505 -1.078
14 C -4.103 0.081 -1.230
15 H 4.252 2.403 -2.439
16 H 4.407 3.023 -0.799
17 H 2.892 3.235 -1.687
18 H 4.565 0.135 -2.193
19 H 3.748 -0.755 -0.891
20 H 5.081 0.357 -0.519
21 H 0.885 2.700 -1.076
22 H 1.661 2.944 0.524
23 H -1.149 2.961 -0.639
24 H -1.698 2.686 1.041
25 H -3.427 3.320 -0.570
26 H -4.965 2.471 -0.737
27 H -3.944 2.706 -2.153
28 H -3.485 -0.815 -1.253
29 H -4.525 0.260 -2.217
30 H -4.926 -0.074 -0.529
31 S 0.024 -0.914 3.045
32 C 0.049 -2.556 2.495
33 C 0.047 -3.688 3.311
34 C 0.056 -4.931 2.700
35 C 0.079 -5.003 1.310
36 C 0.087 -3.826 0.566
37 N 0.068 -2.634 1.145
38 H 0.034 -3.577 4.385
39 H 0.044 -5.827 3.303
40 H 0.089 -5.952 0.797
41 H 0.107 -3.843 -0.516

## Properties
Net charge ... +2
LUMO energy (spin up / spin down) ... -5.85 / -9.28 eV
Multiplicity ... 5
DFT total energy ... -2677.808379 hartree
HOMO-LUMO gap (spin up / spin down) ... 10.0 / 6.7 eV
<S²> ... 6.0287

=====

Entry 4:
H2NO3S2 | ωB97M-V/def2-TZVPD

Positions of all 8 atoms, in Å:
1 N -0.157 0.233 -0.731
2 O 3.447 -0.122 -0.689
3 O 2.294 0.407 1.446
4 O 1.078 0.842 -0.844
5 S 0.053 -2.692 -0.018
6 S 2.230 -0.230 0.139
7 H -0.518 0.195 -1.731
8 H -0.028 -0.896 -0.597

## Properties
Net charge ... -1
LUMO energy (spin up / spin down) ... 1.36 / 2.19 eV
Multiplicity ... 1
Energy above the lowest of the compared OMol25 structures with the same formula, charge and spin ... 429.83 kJ/mol
DFT total energy ... -1077.947427 hartree
HOMO-LUMO gap (spin up / spin down) ... 6.2 / 6.9 eV

=====

Question: Look up the DFT total energy of the fourth one.
Answer: -1077.947427 hartree

=====

Question: What is the formula in the first record?
Answer: C3H6N2O